No. 1
Density functional theory data (wB97M-V/def2-TZVPD) for a 2-piece molecular cluster, C5H6N2O overall in a non-equilibrium geometry.

Energy (Eh): -378.7788
Charge: 0
LUMO (Ha): 0.0374
HOMO energy (eV): -7.11

```
14
C5H6N2O (wB97M-V/def2-TZVPD)
C -0.947 -1.439 0.683
C -0.219 -0.254 0.596
C -1.480 -1.690 -0.632
C -0.308 0.176 -0.703
C 2.591 -0.178 1.208
N 3.427 -0.609 0.524
N 0.130 1.310 -1.345
O -1.084 -0.696 -1.378
H -1.133 -2.053 1.576
H 0.107 0.203 1.519
H -2.150 -2.529 -0.949
H 4.098 -1.152 0.076
H 0.842 1.745 -0.814
H 0.248 1.418 -2.317
```

---

No. 2
Density functional theory data (wB97M-V/def2-TZVPD) for C37H33BrInN4O5PS2 as an isolated structure.

Energy (Eh): -5927.0254
Charge: -2
LUMO (Ha): 0.1332
HOMO energy (eV): -1.58

```
84
C37H33BrInN4O5PS2 (wB97M-V/def2-TZVPD)
In 1.274 -1.188 0.439
N 0.786 2.590 2.502
P -0.484 1.415 2.666
C -1.506 2.210 3.975
C -2.614 1.489 4.428
C -3.434 1.988 5.428
C -3.146 3.214 6.016
C -2.034 3.929 5.594
C -1.223 3.431 4.581
C -1.477 1.813 1.188
C -0.871 1.247 0.083
C -2.022 2.433 -1.907
C -2.901 3.359 -1.193
C -3.351 3.200 0.200
C -2.702 2.571 1.198
C 2.093 2.131 2.319
C 3.001 2.871 1.551
C 4.271 2.371 1.380
C 4.619 1.167 1.984
C 3.649 0.506 2.710
N 2.413 0.979 2.893
H 0.557 3.336 1.857
H -2.828 0.521 3.983
H -4.293 1.415 5.758
H -3.780 3.605 6.804
H -1.796 4.882 6.053
H -0.351 3.985 4.257
H -0.654 0.830 -1.938
H -2.130 2.375 -2.992
H -3.571 3.951 -1.813
H -4.281 3.704 0.440
H -3.178 2.665 2.170
H 2.678 3.775 1.049
H 4.973 2.882 0.736
H 5.591 0.720 1.830
H 3.840 -0.473 3.136
C 1.380 -0.866 -3.113
C 0.378 -1.914 -2.750
C -0.122 -2.756 -3.775
C -1.014 -3.730 -3.468
C -1.485 -3.862 -2.143
C -2.473 -4.814 -1.810
C -2.939 -4.862 -0.526
C -2.459 -3.969 0.440
C -1.498 -3.007 0.167
S -1.071 -1.856 1.389
C -0.968 -2.974 -1.170
N -0.008 -2.049 -1.499
H 2.380 -1.286 -2.977
H 1.322 0.002 -2.460
H 1.252 -0.568 -4.155
H 0.231 -2.610 -4.788
H -1.404 -4.395 -4.231
H -2.847 -5.477 -2.582
H -3.700 -5.583 -0.247
H -2.862 -4.000 1.444
C 5.378 -0.984 -2.866
C 4.707 -1.153 -1.507
C 5.763 -1.367 -0.419
O 3.878 -2.292 -1.620
C 3.932 0.152 -1.153
O 4.520 1.215 -1.385
O 2.761 0.067 -0.656
H 5.953 -1.886 -3.093
H 6.028 -0.112 -2.860
H 4.626 -0.849 -3.646
H 6.366 -2.243 -0.672
H 5.270 -1.552 0.538
H 6.405 -0.488 -0.342
H 3.534 -2.532 -0.720
S 2.687 -2.840 1.262
Br -4.081 -2.236 -4.565
C -3.764 -1.428 -2.873
C -4.565 -1.768 -1.800
N -4.406 -1.211 -0.604
C -3.433 -0.316 -0.445
C -2.571 0.081 -1.467
C -2.751 -0.502 -2.715
C -1.492 1.140 -1.308
O -1.508 3.673 -1.453
O 0.313 0.763 0.166
H -5.349 -2.508 -1.908
H -3.315 0.100 0.545
H -2.100 -0.248 -3.543
```

---

No. 3
Density functional theory data (wB97M-V/def2-TZVPD) for a 2-piece molecular cluster, C14H32BBrCl2O3P overall in a non-equilibrium geometry.

Energy (Eh): -4639.0413
Charge: -1
LUMO (Ha): 0.0888
HOMO energy (eV): -3.45

```
54
C14H32BBrCl2O3P (wB97M-V/def2-TZVPD)
C -2.981 -4.117 0.520
C -2.144 -3.330 1.594
C -1.562 -1.994 1.019
C -0.052 -2.137 0.613
C 0.362 -1.205 -0.575
B 0.806 0.319 -0.082
O 0.018 0.772 1.097
C 2.407 0.401 0.308
C 2.798 1.574 1.264
C 2.623 2.995 0.658
C 2.875 4.088 1.768
C 2.697 5.541 1.214
O 1.777 5.622 0.125
C 0.471 5.959 0.585
C -0.512 5.467 -0.528
P 0.532 1.503 -1.645
O -1.122 2.016 -1.537
Br 0.820 0.300 -3.571
H -3.934 -3.581 0.332
H -2.404 -4.199 -0.425
H -3.166 -5.163 0.855
H -1.342 -4.029 1.924
H -2.800 -3.185 2.478
H -2.112 -1.791 0.077
H -1.707 -1.194 1.767
H 0.624 -2.080 1.492
H 0.037 -3.191 0.240
H 1.228 -1.679 -1.083
H -0.508 -1.064 -1.254
H -0.012 1.729 1.114
H 2.751 -0.541 0.807
H 3.006 0.478 -0.633
H 3.890 1.465 1.485
H 2.283 1.544 2.244
H 3.339 3.215 -0.161
H 1.591 3.192 0.298
H 2.097 3.944 2.552
H 3.899 3.949 2.165
H 3.657 5.966 0.853
H 2.329 6.222 2.017
H 0.268 5.501 1.573
H 0.370 7.070 0.617
H -0.371 6.140 -1.399
H -0.212 4.457 -0.878
H -1.562 5.413 -0.191
H -1.317 2.166 -0.608
Cl -1.419 -4.996 -2.736
C -2.154 -6.524 -3.272
C -2.943 -7.192 -2.169
Cl -1.894 -7.800 -0.864
H -1.361 -7.170 -3.643
H -2.817 -6.283 -4.103
H -3.481 -8.052 -2.569
H -3.668 -6.509 -1.728
```

---

No. 4
Density functional theory data (wB97M-V/def2-TZVPD) for a 2-piece molecular cluster, C5H10O overall.

Energy (Eh): -271.5939
Charge: 0
LUMO (Ha): 0.0346
HOMO energy (eV): -7.86

```
16
C5H10O (wB97M-V/def2-TZVPD)
C 0.289 1.186 -0.129
C 1.106 0.075 -0.789
C 0.795 -1.339 -0.347
O -0.444 -1.602 0.038
C -1.331 -0.580 0.555
C -1.183 0.768 -0.131
H 0.425 2.141 -0.651
H 0.638 1.321 0.904
H 0.889 0.064 -1.870
H 2.185 0.239 -0.694
H 1.763 -1.228 1.282
H 1.666 -1.754 0.537
H -1.097 -0.498 1.626
H -2.339 -0.994 0.448
H -1.814 1.502 0.386
H -1.550 0.699 -1.164
```

---

No. 5
Density functional theory data (wB97M-V/def2-TZVPD) for C3H6O2 as an isolated structure in a non-equilibrium geometry.

Energy (Eh): -268.2552
Charge: 0
LUMO (Ha): 0.0246
HOMO energy (eV): -8.86

```
11
C3H6O2 (wB97M-V/def2-TZVPD)
C 0.410 -1.216 1.341
O 0.464 -0.666 0.017
C -0.189 0.475 -0.245
C -0.409 0.936 -1.595
O -1.446 1.519 -1.911
H 1.309 -0.935 1.895
H -0.485 -0.887 1.884
H 0.374 -2.306 1.236
H 0.513 1.716 -0.840
H -0.907 0.799 0.516
H 0.366 0.565 -2.298
```

---

No. 6
Density functional theory data (wB97M-V/def2-TZVPD) for one molecule with the formula C10H12N2O in a non-equilibrium geometry.

Energy (Eh): -572.8910
SMILES: [H]/N=C(C)/C(=C\C)C(=N\[H])/c1ccco1
Charge: 0
LUMO (Ha): 0.0156
HOMO energy (eV): -8.57

```
25
C10H12N2O (wB97M-V/def2-TZVPD)
H -1.386 2.842 0.679
N -1.208 2.049 0.067
C -0.064 1.511 0.259
C 0.955 1.926 1.319
C 0.309 0.323 -0.624
C 0.158 0.049 -1.905
C -0.414 0.911 -2.982
C 1.126 -0.790 0.252
N 2.401 -0.870 0.283
H 2.830 -0.195 -0.337
C 0.177 -1.680 0.929
C 0.396 -2.883 1.606
C -0.792 -3.326 2.078
C -1.725 -2.424 1.616
O -1.162 -1.439 0.931
H 0.556 2.151 2.271
H 1.556 0.962 1.629
H 1.618 2.809 1.010
H 0.417 -0.945 -2.145
H -0.874 1.850 -2.538
H -1.289 0.333 -3.556
H 0.387 1.232 -3.749
H 1.273 -3.445 1.459
H -0.949 -4.140 2.786
H -2.762 -2.369 1.723
```

---

No. 7
Density functional theory data (wB97M-V/def2-TZVPD) for an isolated ion of composition C2H4NO2S and charge -1 in a non-equilibrium geometry.

Energy (Eh): -681.9821
Charge: -1
LUMO (Ha): 0.1522
HOMO energy (eV): -3.54

```
10
C2H4NO2S (wB97M-V/def2-TZVPD)
C -1.314 -0.220 0.495
C -0.539 0.386 -0.598
N 0.254 -0.691 -0.231
O 1.794 1.211 0.530
O 2.695 -0.895 -0.542
S 1.851 -0.300 0.537
H -1.291 -0.150 1.581
H -2.187 -0.945 0.279
H -0.998 0.175 -1.572
H -0.266 1.429 -0.479
```

---

No. 8
Density functional theory data (wB97M-V/def2-TZVPD) for C32H20N6RuTe as an isolated structure in a non-equilibrium geometry.

Energy (Eh): -1922.1211
Charge: +2
LUMO (alpha / beta) (Ha): -0.3771 / -0.3727
HOMO energy (alpha / beta) (eV): -14.36 / -14.35

```
60
C32H20N6RuTe (wB97M-V/def2-TZVPD)
Ru -0.709 1.472 1.002
N 7.156 -1.500 6.701
C 6.274 -1.213 6.026
C 5.171 -0.856 5.180
C 4.381 0.245 5.502
C 3.312 0.583 4.690
C 3.044 -0.167 3.548
C 3.836 -1.266 3.226
C 4.896 -1.615 4.045
C 1.893 0.204 2.686
C 2.145 0.714 1.421
C 3.388 0.796 0.756
C 3.146 1.225 -0.535
C 1.771 1.433 -0.632
N 1.157 1.136 0.524
C 0.598 -0.031 3.195
C 0.261 -0.686 4.372
C -1.142 -0.830 4.398
C -1.617 -0.274 3.245
N -0.583 0.233 2.488
H 4.606 0.828 6.384
H 2.697 1.438 4.939
H 3.617 -1.857 2.347
H 5.512 -2.472 3.810
H 4.339 0.552 1.199
H 3.863 1.386 -1.322
H 1.215 1.794 -1.486
H 0.966 -1.030 5.111
H -1.737 -1.298 5.163
H -2.639 -0.205 2.909
N -0.893 3.044 -0.273
C -0.998 3.940 -0.993
C -1.120 5.031 -1.866
C 0.052 5.621 -2.365
N 1.027 6.101 -2.753
C -2.405 5.476 -2.218
N -3.476 5.807 -2.486
Te -1.587 -0.315 -0.590
C -3.431 -0.028 0.341
C -4.399 -1.022 0.379
C -5.586 -0.774 1.059
C -5.789 0.441 1.697
C -4.812 1.430 1.669
C -3.632 1.196 0.981
C -1.956 0.688 -2.391
C -3.030 1.559 -2.555
C -3.234 2.137 -3.798
C -2.369 1.859 -4.852
C -1.303 0.989 -4.677
C -1.094 0.389 -3.442
H -4.241 -1.978 -0.102
H -6.351 -1.537 1.092
H -6.716 0.623 2.224
H -4.977 2.376 2.166
H -2.888 2.003 0.925
H -3.723 1.756 -1.746
H -4.080 2.795 -3.949
H -2.542 2.309 -5.820
H -0.644 0.759 -5.503
H -0.276 -0.313 -3.318
```

---

No. 9
Density functional theory data (wB97M-V/def2-TZVPD) for a 2-piece molecular cluster, H4INP2 overall in a non-equilibrium geometry.

Energy (Eh): -1037.4283
Charge: 0
LUMO (alpha / beta) (Ha): 0.0279 / -0.1287
HOMO energy (alpha / beta) (eV): -7.90 / -9.52
2S+1: 3

```
8
H4INP2 (wB97M-V/def2-TZVPD)
N -0.723 0.908 -1.780
P 1.128 0.521 0.950
P -0.231 -0.088 -0.651
I -0.329 -3.009 1.195
H -1.523 1.504 -1.765
H 0.056 1.366 1.429
H 0.974 -0.410 1.966
H 0.647 -0.793 -1.344
```

---

No. 10
Density functional theory data (wB97M-V/def2-TZVPD) for a 31-piece molecular cluster, H62O31 overall in a non-equilibrium geometry.

Energy (Eh): -2369.7774
Charge: 0
LUMO (Ha): 0.0068
HOMO energy (eV): -10.71

```
93
H62O31 (wB97M-V/def2-TZVPD)
O 2.740 2.525 -2.433
H 3.631 2.929 -2.311
H 2.163 2.992 -1.811
O 1.736 -3.352 -1.022
H 2.525 -3.842 -0.770
H 1.024 -3.967 -0.812
O -5.229 -0.483 4.779
H -4.988 -0.230 3.879
H -6.187 -0.612 4.761
O -1.574 5.224 1.843
H -1.719 4.895 2.725
H -0.662 4.982 1.667
O -2.587 2.613 1.149
H -3.300 2.385 0.560
H -2.651 3.594 1.195
O 3.412 -2.574 -4.914
H 3.424 -2.800 -5.843
H 2.428 -2.384 -4.720
O 2.832 -0.980 2.628
H 3.101 -1.631 3.314
H 2.043 -1.380 2.244
O 2.647 2.416 -5.482
H 1.711 2.714 -5.328
H 3.184 2.927 -4.810
O -4.204 0.984 -0.494
H -5.033 1.240 -0.893
H -3.582 0.798 -1.225
O -0.600 -4.924 -0.314
H -1.021 -5.577 -0.888
H -0.861 -5.086 0.604
O -1.156 -0.880 5.470
H -1.519 -0.199 4.898
H -0.990 -0.551 6.375
O -4.139 0.077 2.256
H -3.772 -0.665 1.768
H -4.150 0.736 1.573
O -0.247 1.546 -4.520
H 0.287 0.961 -5.108
H 0.194 2.245 -4.017
O -3.163 -2.644 4.274
H -3.856 -2.006 4.520
H -2.394 -2.502 4.850
O 0.137 -1.495 0.235
H 0.741 -1.881 -0.445
H 0.278 -0.526 0.216
O -2.006 3.737 4.046
H -2.299 2.828 4.215
H -2.492 4.244 4.747
O 1.843 4.212 0.397
H 2.250 5.033 0.621
H 2.555 3.582 0.630
O -2.822 1.092 4.543
H -3.549 0.859 5.181
H -3.233 0.920 3.691
O 0.539 -2.364 -4.132
H 0.067 -2.664 -3.366
H -0.113 -2.460 -4.816
O -1.376 -4.797 2.158
H -2.352 -4.705 2.179
H -0.919 -4.071 2.590
O -1.482 0.351 -2.040
H -0.930 0.717 -1.330
H -1.110 0.779 -2.844
O 2.771 1.487 1.184
H 2.937 0.962 1.970
H 2.830 0.762 0.482
O 4.232 -2.322 -2.190
H 3.626 -2.646 -2.869
H 4.986 -1.961 -2.633
O 5.368 1.802 -2.939
H 4.966 1.203 -3.622
H 6.305 1.819 -3.096
O -0.208 3.547 -1.920
H -0.113 4.448 -1.605
H -0.442 3.018 -1.148
O 0.014 -2.654 3.034
H 0.010 -2.063 2.236
H -0.069 -2.096 3.818
O -0.092 1.523 0.413
H -0.841 2.001 0.929
H 0.709 1.992 0.681
O 2.454 -0.189 -0.904
H 3.242 -0.646 -1.235
H 2.463 0.664 -1.376
O -1.112 -2.920 -2.054
H -0.960 -3.322 -1.223
H -1.046 -1.979 -1.800
O 3.893 0.221 -4.397
H 3.268 0.911 -4.696
H 3.752 -0.694 -4.807
O -2.395 -1.810 1.146
H -2.213 -2.341 1.909
H -1.565 -1.623 0.625
```

---

No. 11
Density functional theory data (wB97M-V/def2-TZVPD) for one molecule with the formula C2H6N2O2S in a non-equilibrium geometry.

Energy (Eh): -737.8714
SMILES: C=CS(=O)(=O)NN
Charge: 0
LUMO (Ha): 0.0258
HOMO energy (eV): -10.22

```
13
C2H6N2O2S (wB97M-V/def2-TZVPD)
C 1.579 1.870 -0.275
C 1.008 0.815 0.290
S -0.616 0.065 -0.550
O -1.780 0.558 0.107
O -0.468 0.342 -1.978
N -0.443 -1.588 -0.277
N -0.919 -1.887 1.022
H 2.544 2.301 -0.228
H 1.006 2.407 -1.102
H 1.203 0.186 1.141
H -0.861 -2.229 -0.938
H -1.885 -1.503 1.123
H -0.368 -1.338 1.665
```

---

No. 12
Density functional theory data (wB97M-V/def2-TZVPD) for C2H2AgFO2 as an isolated structure in a non-equilibrium geometry.

Energy (Eh): -474.6320
Charge: 0
LUMO (Ha): -0.0513
HOMO energy (eV): -8.74

```
8
C2H2AgFO2 (wB97M-V/def2-TZVPD)
H -1.292 0.900 -0.202
O 0.447 0.882 1.122
C -0.122 0.777 -0.017
C -0.321 -0.654 -0.525
O 0.085 -1.587 0.174
F 0.546 1.449 -1.115
H -0.547 -0.804 -1.600
Ag 1.203 -0.964 2.164
```